Entry 1:
ORCA calculation (ωB97M-V/def2-TZVPD) on a cluster of 2 separate species, CHNO3 in total.

```
6
Properties=species:S:1:pos:R:3:forces:R:3
O 2.1038 -0.3451 -1.6389 -2.4 0.6 -1.1
O -0.7945 -0.4654 1.7793 0.3 -0.5 -0.5
O -2.9417 0.3704 1.7652 -0.6 -0.2 -0.5
N 0.9282 0.0752 -2.1675 2.0 -0.9 0.9
C -1.8874 -0.0975 1.7013 0.3 0.7 1.0
H 2.5915 0.4623 -1.4393 0.4 0.3 0.2
```
Forces are in eV/Å.

Computed properties:
**Energy relative to the best compared isomer or geometry (same formula, charge and spin)**: 158.6 kJ/mol
**Spin multiplicity**: 1
**HOMO-LUMO gap (alpha / beta)**: 9.538 / 9.537 eV

Entry 2:
ORCA calculation (ωB97M-V/def2-TZVPD) on a cluster of 2 separate species, CHNO3 in total.

```
6
Properties=species:S:1:pos:R:3:forces:R:3
O -0.8550 1.2734 1.3838 -0.9 1.3 0.5
O 0.8924 -1.6253 -0.3575 -0.2 -0.1 -0.4
O 0.3186 -0.2087 -2.1012 -0.1 -0.2 -0.1
N 0.3261 1.0738 0.9392 1.9 0.0 -0.7
C 0.5944 -0.9409 -1.2475 0.3 0.3 0.4
H -1.2764 0.4277 1.3833 -1.1 -1.3 0.2
```
Forces are in eV/Å.

Computed properties:
**Energy relative to the best compared isomer or geometry (same formula, charge and spin)**: 23.4 kJ/mol
**Spin multiplicity**: 3
**HOMO-LUMO gap (alpha / beta)**: 9.820 / 13.162 eV

Entry 3:
ORCA calculation (ωB97M-V/def2-TZVPD) on an isolated molecule of CHNO3S3.

```
9
Properties=species:S:1:pos:R:3:forces:R:3
S -1.0310 0.9736 -1.8444 -0.1 -0.8 -2.0
S 1.0381 -0.0915 -1.5792 -1.5 -2.5 1.4
S 0.0818 -1.0852 1.5278 -1.3 4.4 -2.1
O 1.9814 0.9031 -1.2602 1.0 1.4 0.3
O -0.1728 -2.3247 2.1385 -0.1 -2.8 0.3
O 0.6808 -0.9369 -0.2409 0.6 -0.2 -1.5
N -0.5602 1.7541 0.7684 -0.8 -0.2 -2.0
C -0.8648 1.5245 -0.3463 0.9 1.1 4.3
H -1.1532 -0.7169 0.8364 1.2 -0.5 1.2
```
Forces are in eV/Å.

Computed properties:
**Energy relative to the best compared isomer or geometry (same formula, charge and spin)**: 226.2 kJ/mol
**Spin multiplicity**: 1
**HOMO-LUMO gap**: 8.816 eV

Entry 4:
ORCA calculation (ωB97M-V/def2-TZVPD) on an isolated molecule of CHNOS.

```
5
Properties=species:S:1:pos:R:3:forces:R:3
S -3.0654 -0.3465 0.0100 0.1 0.3 0.3
O -0.9976 1.5489 0.1002 -0.1 0.1 0.9
N -0.3715 0.3244 -0.5185 1.3 -1.7 -1.0
C -1.6677 0.4052 -0.0585 1.3 -0.6 -0.5
H 0.4953 -0.2294 -0.1074 -2.6 1.9 0.3
```
Forces are in eV/Å.

Computed properties:
**Energy relative to the best compared isomer or geometry (same formula, charge and spin)**: 186.6 kJ/mol
**Structure (SMILES)**: S=C1NO1
**Spin multiplicity**: 1
**HOMO-LUMO gap**: 9.807 eV

Entry 5:
ORCA calculation (ωB97M-V/def2-TZVPD) on a cluster of 2 separate species, CHNOS in total.

```
5
Properties=species:S:1:pos:R:3:forces:R:3
S -2.4255 0.9275 -0.0133 -2.0 2.1 0.8
O -0.6853 -1.0345 -0.4477 -0.6 0.2 0.9
N 1.7728 0.0744 0.5249 2.4 0.5 -1.0
C -1.4471 -0.2161 -0.1293 2.5 -2.4 -1.8
H 2.7851 0.2486 0.0654 -2.3 -0.4 1.0
```
Forces are in eV/Å.

Computed properties:
**Energy relative to the best compared isomer or geometry (same formula, charge and spin)**: 93.5 kJ/mol
**Spin multiplicity**: 3
**HOMO-LUMO gap (alpha / beta)**: 11.358 / 10.161 eV

Entry 6:
ORCA calculation (ωB97M-V/def2-TZVPD) on a structure of composition CHNP2S2.

```
7
Properties=species:S:1:pos:R:3:forces:R:3
S -1.1977 -0.8922 1.2400 -0.5 0.2 -0.1
S -1.3890 2.2133 0.0204 -0.3 -0.5 0.0
P -2.2355 0.4858 -0.1180 0.9 0.3 0.3
P -0.4780 -1.5639 -0.6493 -0.4 -0.9 -0.2
N 1.7647 0.1666 -0.2904 -0.5 -0.4 -0.4
C 0.9275 -0.6672 -0.4498 0.7 1.4 0.4
H 2.6080 0.2576 0.2471 0.1 -0.2 0.1
```
Forces are in eV/Å.

Computed properties:
**Energy relative to the best compared isomer or geometry (same formula, charge and spin)**: 0.0 kJ/mol
**Spin multiplicity**: 1
**HOMO-LUMO gap**: 7.272 eV

Entry 7:
ORCA calculation (ωB97M-V/def2-TZVPD) on a structure of composition CHNS4.

```
7
Properties=species:S:1:pos:R:3:forces:R:3
S 1.4084 -1.9408 0.4728 0.4 -0.1 -0.4
S -0.5284 0.1240 1.2280 -0.5 0.4 -1.9
S -1.7176 1.0676 -1.3162 -1.2 0.2 0.0
S 2.2029 -0.1057 0.8627 0.1 -0.3 -0.4
N 1.7810 -0.6750 -0.6487 -0.5 0.1 0.4
C -0.6133 0.3248 -0.3717 2.1 -0.9 3.3
H -2.5330 1.2050 -0.2270 -0.4 0.5 -1.0
```
Forces are in eV/Å.

Computed properties:
**Energy relative to the best compared isomer or geometry (same formula, charge and spin)**: 441.4 kJ/mol
**Spin multiplicity**: 1
**HOMO-LUMO gap (alpha / beta)**: 6.991 / 6.993 eV

Entry 8:
ORCA calculation (ωB97M-V/def2-TZVPD) on the ion CHO5S2 with charge -1.

```
9
Properties=species:S:1:pos:R:3:forces:R:3
S -1.1741 0.8475 -0.0327 3.7 1.8 0.8
S -3.2757 -0.3200 0.2561 1.1 -2.8 -0.5
O -4.6251 -0.0295 0.4893 -3.3 1.2 0.8
O -0.9703 2.0721 -0.7984 -0.2 -1.0 0.5
O -2.8380 0.1228 -1.1041 -0.2 0.0 -0.3
O -2.2586 0.9869 1.0529 -0.1 0.3 -0.2
O 0.2222 0.5817 0.9380 -0.3 2.4 0.5
C -0.2579 -0.5612 0.2382 -0.3 -2.2 -2.1
H 0.3464 -0.7160 -0.7074 -0.3 0.1 0.5
```
Forces are in eV/Å.

Computed properties:
**Charge**: -1
**Energy relative to the best compared isomer or geometry (same formula, charge and spin)**: 335.1 kJ/mol
**Spin multiplicity**: 1
**HOMO-LUMO gap**: 7.295 eV

Entry 9:
ORCA calculation (ωB97M-V/def2-TZVPD) on a cluster of 2 separate species, CHOS in total.

```
4
Properties=species:S:1:pos:R:3:forces:R:3
S 1.7691 -0.4896 0.1699 -0.2 0.4 0.0
O -1.4419 1.6442 0.1713 0.7 -0.7 -0.1
C 0.1856 -0.3261 0.1550 -0.1 0.0 0.3
H -0.5127 -0.8286 -0.4962 -0.4 0.3 -0.1
```
Forces are in eV/Å.

Computed properties:
**Charge**: -1
**Energy relative to the best compared isomer or geometry (same formula, charge and spin)**: 586.1 kJ/mol
**Spin multiplicity**: 1
**HOMO-LUMO gap (alpha / beta)**: 7.220 / 5.910 eV

Entry 10:
ORCA calculation (ωB97M-V/def2-TZVPD) on a cluster of 2 separate species, CIO4S in total.

```
7
Properties=species:S:1:pos:R:3:forces:R:3
I -3.0181 -0.8473 -0.7190 -1.1 -0.5 -1.1
S 1.4454 0.1767 -0.4110 -0.5 1.1 -0.1
O 2.1831 -0.5005 0.6408 -1.0 0.6 -1.2
O 1.1649 -0.4399 -1.6767 0.2 -0.5 0.9
O -1.7593 0.0378 1.8478 0.4 0.1 -0.8
O 1.3579 1.6219 -0.4314 0.3 -1.1 0.7
C -1.3738 -0.0488 0.7494 1.6 0.4 1.5
```
Forces are in eV/Å.

Computed properties:
**Charge**: -1
**Energy relative to the best compared isomer or geometry (same formula, charge and spin)**: 112.4 kJ/mol
**Spin multiplicity**: 1
**HOMO-LUMO gap (alpha / beta)**: 6.000 / 5.997 eV

Entry 11:
ORCA calculation (ωB97M-V/def2-TZVPD) on a cluster of 2 separate species, CIO4S in total.

```
7
Properties=species:S:1:pos:R:3:forces:R:3
I 3.4455 0.1437 0.3552 0.9 0.5 0.2
S -1.3870 0.5795 0.3856 -3.1 -0.8 -4.1
O 1.3724 -1.5704 -1.4319 0.3 0.1 0.7
O -1.9326 0.1039 1.6039 0.5 -0.6 1.1
O -2.0361 0.0636 -0.8610 1.9 0.4 2.5
O -0.8955 1.9041 0.2832 1.2 0.6 0.4
C 1.4333 -1.2243 -0.3348 -1.6 -0.3 -0.9
```
Forces are in eV/Å.

Computed properties:
**Charge**: -1
**Energy relative to the best compared isomer or geometry (same formula, charge and spin)**: 153.3 kJ/mol
**Spin multiplicity**: 1
**HOMO-LUMO gap (alpha / beta)**: 4.155 / 5.356 eV

Entry 12:
ORCA calculation (ωB97M-V/def2-TZVPD) on a cluster of 2 separate species, CN2O2 in total.

```
5
Properties=species:S:1:pos:R:3:forces:R:3
O 1.4833 -1.1554 0.0100 2.1 -3.3 -0.1
O 1.7103 1.0122 -0.0104 3.3 4.1 -0.2
N -2.3157 -0.2894 0.0046 -1.5 -1.4 0.0
N 1.2634 -0.0301 0.0159 -5.2 -0.9 0.3
C -1.4545 0.4604 -0.0153 1.3 1.5 0.0
```
Forces are in eV/Å.

Computed properties:
**Energy relative to the best compared isomer or geometry (same formula, charge and spin)**: 328.0 kJ/mol
**Spin multiplicity**: 3
**HOMO-LUMO gap (alpha / beta)**: 10.155 / 8.382 eV

Entry 13:
ORCA calculation (ωB97M-V/def2-TZVPD) on a cluster of 2 separate species, CN2O2S in total.

```
6
Properties=species:S:1:pos:R:3:forces:R:3
S 1.3327 -0.0315 -0.8515 2.7 -0.3 0.1
O 0.9298 1.3368 -0.9800 0.0 -0.2 0.1
O 2.7490 -0.3134 -0.5779 -2.5 0.5 -0.4
N -2.7998 -0.0129 0.5711 -2.4 0.7 -0.5
N -0.5354 -0.6641 1.0505 0.5 -0.2 0.3
C -1.6762 -0.3148 0.7878 1.7 -0.6 0.5
```
Forces are in eV/Å.

Computed properties:
**Energy relative to the best compared isomer or geometry (same formula, charge and spin)**: 418.4 kJ/mol
**Spin multiplicity**: 1
**HOMO-LUMO gap (alpha / beta)**: 7.884 / 7.837 eV

Entry 14:
ORCA calculation (ωB97M-V/def2-TZVPD) on an isolated molecule of CN2O3.

```
6
Properties=species:S:1:pos:R:3:forces:R:3
O -0.6847 0.0946 1.9858 -0.3 0.6 1.3
O 0.4815 0.5981 0.1552 0.9 0.8 0.6
O -1.0686 -1.0777 0.2043 -0.8 -0.6 -0.3
N 1.0507 0.2997 -2.1806 0.7 -0.4 -1.5
N -0.6246 -0.2549 0.8939 1.2 -0.5 -1.8
C 0.8456 0.3402 -1.0586 -1.6 0.3 1.6
```
Forces are in eV/Å.

Computed properties:
**Energy relative to the best compared isomer or geometry (same formula, charge and spin)**: 444.8 kJ/mol
**Structure (SMILES)**: N#CO[N+](=O)[O-]
**Spin multiplicity**: 1
**HOMO-LUMO gap**: 10.776 eV

Entry 15:
ORCA calculation (ωB97M-V/def2-TZVPD) on a structure of composition CN2O3S3.

```
9
Properties=species:S:1:pos:R:3:forces:R:3
S 2.4337 -0.5282 -0.5259 2.3 -2.2 -0.5
S 0.4154 1.4570 -0.5334 -1.0 -0.2 -0.6
S 1.9571 0.9710 0.8991 0.6 0.7 1.0
O 0.1218 2.8983 -0.5291 -0.1 0.6 0.6
O 3.8156 -1.3087 -0.1978 -1.2 1.2 -0.1
O -2.7223 -1.0015 0.5972 0.0 -0.1 -0.3
N -0.5135 -0.7213 -0.4053 -1.8 -4.2 -0.4
N -0.8298 0.5981 0.0680 0.7 5.2 0.3
C -1.6637 -0.7004 0.1191 0.6 -1.0 -0.1
```
Forces are in eV/Å.

Computed properties:
**Charge**: -2
**Energy relative to the best compared isomer or geometry (same formula, charge and spin)**: 366.3 kJ/mol
**Spin multiplicity**: 1
**HOMO-LUMO gap**: 4.600 eV

Entry 16:
ORCA calculation (ωB97M-V/def2-TZVPD) on a cluster of 2 separate species, CN2OS in total.

```
5
Properties=species:S:1:pos:R:3:forces:R:3
S -2.4656 -0.3826 -0.0213 -3.3 -1.8 -0.2
O 2.1932 -0.6464 0.3634 -0.1 0.1 -0.1
N -0.1885 0.9336 0.1369 5.9 4.3 0.8
N -1.1651 0.3704 0.0649 -3.1 -2.1 -0.4
C 1.6260 -0.2750 -0.5439 0.6 -0.5 -0.2
```
Forces are in eV/Å.

Computed properties:
**Energy relative to the best compared isomer or geometry (same formula, charge and spin)**: 117.8 kJ/mol
**Spin multiplicity**: 3
**HOMO-LUMO gap (alpha / beta)**: 7.092 / 7.034 eV

Entry 17:
ORCA calculation (ωB97M-V/def2-TZVPD) on a cluster of 2 separate species, CN4O2 in total.

```
7
Properties=species:S:1:pos:R:3:forces:R:3
O 2.1839 -0.3695 -0.9896 0.1 0.0 -0.1
O -2.7863 -0.5156 -1.0509 1.1 -0.3 0.7
N 2.6670 0.1832 -0.1101 0.6 -0.2 -0.4
N -0.8867 -0.2678 0.1039 0.8 -1.8 -2.1
N -2.0690 -0.1972 -0.1484 -1.8 1.4 0.4
N 0.9173 0.8237 1.3347 -1.1 -0.1 0.4
C -0.0262 0.3432 0.8604 0.5 1.0 1.2
```
Forces are in eV/Å.

Computed properties:
**Energy relative to the best compared isomer or geometry (same formula, charge and spin)**: 537.3 kJ/mol
**Spin multiplicity**: 1
**HOMO-LUMO gap (alpha / beta)**: 9.186 / 5.816 eV

Entry 18:
ORCA calculation (ωB97M-V/def2-TZVPD) on the ion CN4O3 with charge -2.

```
8
Properties=species:S:1:pos:R:3:forces:R:3
O 1.1806 -2.1607 -0.1216 -1.1 1.7 -1.1
O -1.3736 1.5204 -1.5639 -0.4 -0.1 0.3
O 0.5244 0.2513 2.4548 -0.1 0.7 -0.2
N -0.3694 1.0544 0.5083 -0.7 1.2 1.4
N -0.5357 0.8343 -0.7823 1.6 -1.3 -0.6
N -0.1778 -0.5206 -1.2274 -1.0 2.1 -0.6
N 0.2285 0.1774 1.1844 -0.1 -1.8 -2.8
C 0.5229 -1.1564 -0.4522 1.9 -2.4 3.5
```
Forces are in eV/Å.

Computed properties:
**Charge**: -2
**Energy relative to the best compared isomer or geometry (same formula, charge and spin)**: 712.2 kJ/mol
**Structure (SMILES)**: O=C=NN([O-])/N=N/[O-]
**Spin multiplicity**: 1
**HOMO-LUMO gap**: 4.450 eV

Entry 19:
ORCA calculation (ωB97M-V/def2-TZVPD) on a cluster of 2 separate species, CNO2S2 in total.

```
6
Properties=species:S:1:pos:R:3:forces:R:3
S -0.0632 -0.6129 -0.0157 0.7 -2.1 -1.8
S -3.1174 0.4270 -0.3123 0.6 -0.2 0.0
O 0.4864 -1.7557 -0.8292 -1.0 1.9 0.7
O 0.2385 -0.7393 1.3865 -0.6 -0.6 2.1
N 1.3814 1.8907 -0.0612 0.6 0.7 0.0
C 1.0744 0.7901 -0.1681 -0.4 0.3 -1.0
```
Forces are in eV/Å.

Computed properties:
**Charge**: -1
**Energy relative to the best compared isomer or geometry (same formula, charge and spin)**: 396.3 kJ/mol
**Spin multiplicity**: 1
**HOMO-LUMO gap (alpha / beta)**: 5.940 / 5.992 eV

Entry 20:
ORCA calculation (ωB97M-V/def2-TZVPD) on a cluster of 2 separate species, CNO4S in total.

```
7
Properties=species:S:1:pos:R:3:forces:R:3
S -1.2492 -0.0101 -0.4150 0.2 0.3 -0.8
O -2.3727 -0.1815 -1.3370 0.0 0.0 0.7
O 2.1010 1.0634 0.4275 0.3 0.9 -0.1
O 1.4539 -1.0827 0.8256 -0.1 -1.1 0.2
O -1.5996 -0.0198 1.0006 -0.1 -0.1 -0.4
N 0.1002 0.2108 -0.9480 -0.4 -0.2 0.4
C 1.5663 0.0198 0.4464 0.0 0.2 0.0
```
Forces are in eV/Å.

Computed properties:
**Charge**: -1
**Energy relative to the best compared isomer or geometry (same formula, charge and spin)**: 53.3 kJ/mol
**Spin multiplicity**: 1
**HOMO-LUMO gap**: 8.897 eV